1.
Computed, not measured: a cluster of 2 separate species, C5H11N2O in total at a distorted geometry, with the ωB97M-V functional and the def2-TZVPD basis.

The geometry in XYZ format:
```
19
C5H11N2O | OMol25 | the ωB97M-V functional and the def2-TZVPD basis
C 1.264 0.272 0.419
C 1.282 0.531 -0.936
C 2.464 -1.717 1.046
N 2.179 -0.467 1.230
H 0.510 0.753 1.069
H 2.058 0.127 -1.584
H 0.642 1.323 -1.340
H 3.195 -2.148 1.680
H 2.068 -2.303 0.180
O -1.613 1.632 -1.104
C -1.806 1.310 0.064
C -1.903 -0.232 0.382
N -1.287 -0.904 -0.757
H -1.945 2.009 0.901
H -1.339 -0.456 1.291
H -2.930 -0.587 0.521
H -1.566 -1.837 -0.711
H -1.600 -0.496 -1.581
H -0.248 -0.829 -0.760
```

Computed properties:
DFT total energy = -381.5271 Eh
net charge = +1
max |F| = 3.03 eV/A
ΔE to the lowest compared entry with this formula, charge and spin = 3.725 eV

2.
Computed, not measured: a cluster of 2 separate species, C9H9N3O2 in total at a distorted geometry, with the ωB97M-V functional and the def2-TZVPD basis.

The geometry in XYZ format:
```
23
C9H9N3O2 | OMol25 | the ωB97M-V functional and the def2-TZVPD basis
C -1.727 -0.307 -1.992
C -2.187 -0.921 -3.154
C -2.187 -2.407 -3.237
C -1.898 -3.063 -2.077
C -1.404 -2.371 -1.000
C 0.828 0.213 2.285
C 0.034 0.362 1.053
C 0.345 1.298 0.144
C 2.257 2.103 1.342
H -1.871 0.769 -1.754
H -2.523 -0.251 -3.980
H -2.376 -2.815 -4.169
H -2.318 -4.087 -1.767
H -1.045 -2.833 -0.015
H 2.379 1.383 3.242
H -0.641 -0.393 0.725
H -0.368 1.275 -0.682
H 1.519 2.954 -0.470
N -1.242 -1.089 -0.930
N 1.929 1.045 2.286
N 1.481 2.070 0.160
O 0.466 -0.571 3.202
O 2.997 3.117 1.557
```

Computed properties:
DFT total energy = -663.0525 Eh
SMILES = O=c1cc[nH]c(=O)[nH]1.c1ccncc1
max |F| = 5.31 eV/A
ΔE to the lowest compared entry with this formula, charge and spin = 3.178 eV

3.
Computed, not measured: an isolated molecule of C17H17N3O6S at a distorted geometry, with the ωB97M-V functional and the def2-TZVPD basis.

The geometry in XYZ format:
```
44
C17H17N3O6S | OMol25 | the ωB97M-V functional and the def2-TZVPD basis
C 0.530 4.150 -2.471
H 1.543 3.957 -2.841
O 0.047 3.083 -1.688
C 0.689 2.776 -0.527
C 0.086 1.773 0.233
C 0.687 1.323 1.397
C 1.884 1.901 1.823
C 2.457 2.913 1.082
C 1.876 3.356 -0.096
H 2.353 4.142 -0.658
H 3.378 3.364 1.417
H 2.358 1.555 2.729
N 0.161 0.276 2.164
C -0.950 -0.470 1.935
O -1.740 -0.273 1.036
C -1.120 -1.636 2.914
N -1.390 -2.875 2.223
S -0.112 -3.463 1.329
O 1.050 -3.310 2.158
O -0.479 -4.769 0.877
C 0.088 -2.377 -0.089
C 1.200 -1.555 -0.123
C 1.363 -0.610 -1.126
C 0.356 -0.522 -2.067
C -0.752 -1.386 -2.039
C -0.906 -2.336 -1.055
H -1.745 -3.008 -1.029
O -1.578 -1.088 -3.080
C -1.043 -0.036 -3.762
O -1.528 0.480 -4.722
N 0.153 0.294 -3.154
H 0.697 1.098 -3.412
H 2.225 0.036 -1.155
H 1.936 -1.670 0.656
C -2.720 -3.082 1.699
H -3.421 -3.151 2.533
H -3.031 -2.277 1.029
H -2.702 -4.032 1.170
H -0.214 -1.802 3.499
H -1.958 -1.427 3.586
H 0.745 0.003 2.943
H -0.845 1.355 -0.106
H 0.524 5.092 -1.913
H -0.154 4.228 -3.314
```

Computed properties:
DFT total energy = -1671.9442 Eh
SMILES = COc1cccc(NC(=O)CN(C)S(=O)(=O)c2ccc3[nH]c(=O)oc3c2)c1
max |F| = 1.11 eV/A
ΔE to the lowest compared entry with this formula, charge and spin = 0.000 eV

4.
Computed, not measured: a structure of composition C32H29N9O2S2Sn at a distorted geometry, with the ωB97M-V functional and the def2-TZVPD basis.

The geometry in XYZ format:
```
75
C32H29N9O2S2Sn | OMol25 | the ωB97M-V functional and the def2-TZVPD basis
Sn 0.786 0.862 -0.143
N -5.020 -5.510 0.904
C -4.081 -4.578 0.507
C -4.250 -3.227 0.821
C -3.342 -2.291 0.377
C -2.247 -2.691 -0.373
C -2.069 -4.025 -0.699
C -2.985 -4.964 -0.266
S -1.114 -1.488 -0.958
O -0.096 -2.154 -1.715
O -1.857 -0.404 -1.544
N -0.485 -0.788 0.401
C 0.200 -1.524 1.321
N 0.877 -0.753 2.182
C 1.547 -1.378 3.132
C 1.563 -2.759 3.235
C 0.824 -3.447 2.286
N 0.132 -2.845 1.334
H -5.617 -5.257 1.673
H -4.733 -6.475 0.900
H -5.109 -2.919 1.403
H -3.482 -1.247 0.590
H -1.212 -4.312 -1.287
H -2.859 -6.006 -0.529
H 2.096 -0.750 3.822
H 2.123 -3.269 4.003
H 0.785 -4.530 2.285
C -3.535 0.509 4.025
C -2.436 1.115 4.620
C -1.416 1.622 3.837
C -1.502 1.513 2.457
C -2.590 0.909 1.848
C -3.611 0.411 2.643
N -0.462 2.022 1.624
N 0.116 3.022 2.081
C 1.265 3.444 1.364
C 1.703 4.741 1.608
C 2.835 5.187 0.957
C 3.518 4.330 0.099
C 3.058 3.042 -0.132
C 1.922 2.577 0.512
H -4.334 0.118 4.638
H -2.373 1.188 5.696
H -0.544 2.080 4.279
H -2.636 0.851 0.765
H -4.470 -0.059 2.182
H 1.137 5.379 2.271
H 3.187 6.198 1.108
H 4.416 4.673 -0.396
H 3.601 2.399 -0.813
N 0.829 1.333 -2.053
C -0.233 1.723 -2.825
C -1.332 2.430 -2.323
C -2.364 2.844 -3.141
C -2.328 2.598 -4.507
C -1.234 1.922 -5.029
C -0.211 1.488 -4.208
H -1.376 2.620 -1.255
H -3.206 3.367 -2.710
H -3.142 2.911 -5.146
H -1.184 1.717 -6.090
H 0.624 0.940 -4.626
C 5.761 -1.196 -1.061
N 4.772 -0.584 -1.922
C 4.984 -0.081 -3.190
C 3.818 0.498 -3.575
N 2.912 0.338 -2.563
C 3.502 -0.300 -1.565
S 2.797 -0.744 -0.055
H 6.648 -1.411 -1.651
H 5.368 -2.121 -0.644
H 6.017 -0.524 -0.242
H 5.922 -0.194 -3.695
H 3.566 1.008 -4.486
H 1.864 0.874 -2.374
```

Computed properties:
DFT total energy = -2890.7409 Eh
max |F| = 2.75 eV/A
ΔE to the lowest compared entry with this formula, charge and spin = 2.174 eV

5.
Computed, not measured: a structure of composition C36H90N4O16Rb at a distorted geometry, with the ωB97M-V functional and the def2-TZVPD basis.

The geometry in XYZ format:
```
147
C36H90N4O16Rb | OMol25 | the ωB97M-V functional and the def2-TZVPD basis
Rb -0.343 -0.672 -0.411
C -2.435 3.604 1.107
C -2.133 2.244 0.841
C -3.166 1.123 1.367
O -2.924 -0.018 1.037
C -4.193 1.494 2.339
C -4.441 2.824 2.478
C -3.550 3.912 1.832
O -3.856 5.143 1.928
O -5.528 3.131 3.159
O -1.143 1.907 0.175
H -1.756 4.347 0.717
H -4.861 0.733 2.714
C -3.220 -2.489 3.657
O -2.331 -1.998 2.707
H -3.829 -3.260 3.186
H -2.711 -3.012 4.467
H -3.857 -1.720 4.095
H -2.715 -1.293 2.180
C 0.187 -4.261 3.524
O 0.367 -5.397 2.770
H 0.024 -3.424 2.845
H -0.619 -4.285 4.258
H 1.088 -4.016 4.087
H 0.731 -6.077 3.342
C 1.665 1.362 -3.912
C 2.590 0.259 -4.371
O 2.405 0.094 -5.788
H 0.609 1.134 -4.058
H 1.910 2.277 -4.451
H 1.824 1.533 -2.847
H 2.370 -0.722 -3.950
H 3.618 0.567 -4.178
H 2.933 -0.645 -6.098
C -1.475 4.263 -3.948
C -0.971 3.829 -2.505
O -1.332 2.487 -2.354
H -0.965 3.688 -4.721
H -1.255 5.319 -4.103
H -2.554 4.136 -4.043
H -1.306 4.387 -1.631
H 0.117 3.893 -2.492
H -1.190 2.171 -1.459
C 1.392 5.389 1.387
C 1.245 4.459 0.261
O 1.214 3.098 0.687
H 1.426 6.433 1.077
H 2.298 5.210 1.966
H 0.517 5.309 2.032
H 1.858 4.568 -0.634
H 0.247 4.784 -0.033
H 0.290 2.839 0.720
C -3.696 -0.015 -5.717
C -3.352 1.117 -4.783
O -1.972 0.972 -4.498
H -4.683 0.099 -6.165
H -3.617 -0.982 -5.220
H -2.985 -0.064 -6.542
H -4.013 1.113 -3.917
H -3.621 2.063 -5.252
H -1.730 1.658 -3.872
C 0.185 -2.914 -4.494
C -1.175 -2.328 -4.156
O -0.920 -1.246 -3.330
H 0.843 -2.184 -4.964
H 0.084 -3.740 -5.197
H 0.687 -3.312 -3.612
H -1.825 -3.059 -3.675
H -1.567 -1.893 -5.075
H -1.354 -0.491 -3.735
C -4.868 -2.426 -0.603
C -4.178 -1.648 -1.824
O -4.068 -0.316 -1.377
H -4.221 -2.390 0.273
H -4.895 -3.490 -0.840
H -5.878 -2.079 -0.384
H -4.784 -1.675 -2.730
H -3.165 -1.953 -2.087
H -3.618 -0.397 -0.532
C 5.006 3.391 -1.409
C 5.270 2.895 0.008
C 5.417 4.013 1.064
O 6.451 4.977 0.679
C 7.793 4.564 0.973
N 4.195 1.931 0.317
H 5.892 3.905 -1.783
H 4.240 4.165 -1.454
H 4.646 2.627 -2.099
H 6.169 2.281 0.047
H 5.708 3.561 2.012
H 4.474 4.546 1.185
H 8.005 3.730 0.304
H 7.968 4.293 2.014
H 8.454 5.379 0.678
H 4.107 1.690 1.293
H 3.318 2.396 0.129
C -1.105 -5.502 -1.183
C -1.884 -4.485 -0.263
C -2.637 -5.174 0.861
O -3.614 -6.082 0.289
C -4.300 -6.877 1.268
N -0.913 -3.578 0.378
H -0.352 -5.022 -1.807
H -1.803 -6.080 -1.788
H -0.540 -6.249 -0.625
H -2.572 -3.864 -0.837
H -3.202 -4.395 1.372
H -1.967 -5.656 1.573
H -4.989 -6.354 1.930
H -3.525 -7.427 1.802
H -4.868 -7.729 0.895
H -0.258 -4.150 0.891
H -1.407 -3.105 1.122
C 4.566 -1.614 0.411
C 3.257 -1.651 -0.402
C 2.525 -2.990 -0.230
O 3.330 -4.166 -0.483
C 2.695 -5.419 -0.587
N 2.472 -0.459 0.088
H 5.208 -2.389 -0.008
H 4.383 -1.721 1.480
H 5.199 -0.739 0.264
H 3.469 -1.460 -1.454
H 1.688 -2.931 -0.925
H 2.203 -3.098 0.806
H 2.009 -5.716 0.207
H 3.517 -6.134 -0.565
H 2.236 -5.487 -1.574
H 2.653 -0.415 1.081
H 2.931 0.396 -0.190
C 0.084 0.688 3.399
C 0.040 2.069 4.055
C -0.216 2.031 5.567
O -0.003 3.356 6.014
C -0.338 3.504 7.376
N 1.261 2.764 3.749
H 0.257 0.709 2.323
H -0.872 0.180 3.524
H 0.815 0.013 3.845
H -0.726 2.729 3.649
H 0.516 1.381 6.046
H -1.209 1.692 5.861
H -0.210 4.530 7.723
H 0.157 2.795 8.039
H -1.409 3.303 7.424
H 1.207 3.637 4.254
H 1.249 2.917 2.750
```

Computed properties:
DFT total energy = -2872.5120 Eh
net charge = -1
max |F| = 6.16 eV/A

6.
Computed, not measured: a structure of composition C11H16F9N4O6RuS3, with the ωB97M-V functional and the def2-TZVPD basis.

The geometry in XYZ format:
```
50
C11H16F9N4O6RuS3 | OMol25 | the ωB97M-V functional and the def2-TZVPD basis
Ru 0.086 0.086 -0.654
C 1.767 -1.483 1.664
N 1.930 -0.235 0.893
C 3.245 -0.304 0.226
C 1.912 0.934 1.796
C 0.508 1.300 2.236
N -0.325 1.720 1.096
C -1.748 1.726 1.483
C 0.023 3.086 0.664
H 2.642 -1.640 2.303
H 1.677 -2.326 0.980
H 0.877 -1.451 2.282
H 4.031 -0.464 0.971
H 3.449 0.625 -0.297
H 3.253 -1.129 -0.484
H 2.364 1.768 1.260
H 2.534 0.730 2.677
H 0.557 2.102 2.982
H 0.020 0.446 2.706
H -1.920 2.481 2.259
H -2.038 0.753 1.863
H -2.354 1.967 0.612
H -0.217 3.793 1.466
H -0.555 3.342 -0.222
H 1.073 3.163 0.409
F -3.959 -3.277 2.069
C -3.327 -2.145 1.806
F -4.022 -1.442 0.919
F -3.216 -1.431 2.929
S -1.629 -2.485 1.177
O -1.115 -1.134 0.915
O -0.976 -3.203 2.222
N -1.900 -3.337 -0.095
S -1.383 -3.035 -1.549
O -1.068 -4.225 -2.253
O -0.401 -1.956 -1.586
C -2.865 -2.334 -2.394
F -3.830 -3.244 -2.427
F -3.300 -1.260 -1.742
F -2.534 -1.992 -3.632
S -2.162 3.233 -3.214
C -1.706 1.992 -2.347
N -1.367 1.055 -1.694
F 2.769 0.947 -4.517
C 2.968 1.524 -3.336
F 2.927 2.844 -3.492
F 4.203 1.193 -2.909
C 1.947 1.042 -2.286
O 1.570 1.837 -1.404
O 1.583 -0.156 -2.332
```

Computed properties:
DFT total energy = -3287.4321 Eh
multiplicity = 6
max |F| = 0.11 eV/A